No. 1
{"formula": "H41O20", "method": "ωB97M-V/def2-TZVPD", "total_charge": 1, "fmax_ev_per_a": 11.04, "de_lowest_ev": 6.238, "homo_energy_ev": -12.89, "gap_ev": 10.129, "species": ["O", "H", "O", "H", "H", "O", "H", "H", "O", "H", "H", "O", "H", "H", "O", "H", "H", "O", "H", "H", "O", "H", "H", "O", "H", "H", "O", "H", "H", "O", "H", "H", "O", "H", "H", "O", "H", "H", "O", "H", "H", "O", "H", "H", "O", "H", "H", "O", "H", "H", "O", "H", "H", "O", "H", "H", "O", "H", "H", "H", "H"], "coordinates": [[0.98, -4.67, -1.96], [1.85, -5.00, -1.91], [0.86, -1.19, -1.82], [-0.03, -0.64, -1.71], [1.47, -0.37, -1.96], [3.80, 2.70, -2.66], [4.41, 2.33, -3.50], [3.00, 2.16, -2.86], [0.56, 0.65, -4.54], [1.03, -0.16, -4.52], [-0.02, 0.63, -5.24], [2.73, 3.77, 2.91], [-3.45, -2.64, 0.08], [3.29, 4.42, 2.48], [-3.18, -3.43, -0.33], [-2.68, -1.48, -2.48], [-2.71, -4.11, 0.10], [-2.32, -2.32, -2.48], [-2.73, -2.98, -1.91], [-1.10, -2.62, -2.81], [-2.52, 3.11, 1.98], [-1.94, 3.71, 1.50], [-2.64, 3.45, 2.89], [-1.51, 0.14, -0.18], [-0.82, 0.40, 0.56], [2.92, 2.83, 2.89], [-2.16, 3.61, -1.39], [-2.87, 2.99, -1.71], [-2.73, 4.11, -0.84], [-0.25, 3.46, 0.72], [0.59, 3.11, 1.04], [-0.40, 3.30, -0.18], [1.45, 0.46, 4.78], [1.76, 0.39, 5.72], [1.15, 1.29, 4.53], [0.08, -4.70, 0.87], [0.46, -4.09, 1.36], [-0.46, -5.27, 1.31], [-0.18, 2.70, 3.46], [-0.91, 2.35, 2.90], [0.27, 3.36, 2.96], [0.62, 1.59, -1.19], [0.79, 2.08, -1.99], [-0.21, 1.55, -1.17], [-1.15, -0.18, 3.98], [-0.78, 0.76, 4.05], [-0.37, -0.67, 4.15], [-3.92, -1.10, 1.83], [-3.37, -0.34, 1.79], [-4.38, -1.22, 2.61], [-0.11, -2.83, -3.58], [0.22, -3.72, -3.17], [0.17, -2.13, -2.87], [1.20, -2.67, 2.41], [1.60, -1.85, 1.74], [2.07, -2.89, 2.68], [4.48, 0.42, -2.89], [4.99, 0.62, -2.05], [4.74, 1.00, -3.59], [0.71, -4.83, -1.05], [-2.33, 0.62, 0.26]]}

=====

No. 2
{"formula": "C6H10F3NO3S", "method": "ωB97M-V/def2-TZVPD", "fmax_ev_per_a": 2.70, "de_lowest_ev": 0.047, "homo_energy_ev": -8.74, "gap_ev": 8.445, "species": ["C", "C", "C", "C", "C", "C", "N", "O", "O", "O", "F", "F", "F", "S", "H", "H", "H", "H", "H", "H", "H", "H", "H", "H"], "coordinates": [[-1.40, 0.26, 1.09], [0.07, 0.62, 1.39], [-1.32, -0.83, 0.02], [0.87, -0.07, 0.28], [2.32, -0.34, 0.63], [0.44, -2.42, -0.28], [0.06, -1.22, -0.01], [0.67, 1.60, -1.94], [-1.37, 0.43, -2.51], [-1.70, 2.42, -1.30], [-0.41, -3.37, -0.58], [1.68, -2.82, -0.43], [-1.44, 3.74, -0.89], [-0.65, 1.71, -2.60], [-1.90, -0.10, 1.99], [-1.94, 1.12, 0.71], [0.23, 1.69, 1.38], [0.38, 0.23, 2.36], [-1.98, -1.67, 0.18], [-1.53, -0.38, -0.99], [0.83, 0.59, -0.64], [2.41, -1.09, 1.42], [2.77, 0.58, 0.97], [2.88, -0.68, -0.24]]}

=====

No. 3
{"formula": "C19H22F5N6O2PtS", "method": "ωB97M-V/def2-TZVPD", "total_charge": -1, "fmax_ev_per_a": 0.75, "de_lowest_ev": 0.070, "homo_energy_ev": -4.52, "gap_ev": 6.751, "species": ["Pt", "C", "C", "C", "C", "C", "C", "H", "H", "H", "H", "H", "H", "H", "H", "H", "N", "C", "N", "C", "N", "O", "O", "F", "C", "C", "F", "C", "F", "C", "S", "C", "F", "C", "F", "C", "N", "C", "C", "N", "N", "C", "C", "H", "H", "H", "H", "H", "H", "H", "H", "H", "H", "H", "H", "H"], "coordinates": [[-0.18, -0.40, 0.29], [-2.50, 2.96, -3.23], [-3.17, 1.79, -2.49], [-3.73, 0.80, -3.52], [-4.33, 2.33, -1.64], [-2.20, 1.11, -1.63], [-1.43, 0.52, -0.90], [-3.22, 3.49, -3.85], [-1.69, 2.59, -3.87], [-2.07, 3.66, -2.51], [-4.47, 1.29, -4.17], [-4.22, -0.03, -3.02], [-2.93, 0.40, -4.14], [-5.06, 2.85, -2.26], [-3.95, 3.03, -0.89], [-4.82, 1.52, -1.11], [-1.66, -1.59, 0.87], [-2.78, -1.78, 1.14], [-3.95, -2.19, 1.43], [-5.00, -1.52, 1.84], [-5.99, -1.01, 2.17], [1.42, -1.36, 1.21], [1.52, -1.95, 2.54], [2.47, -4.46, 8.13], [1.94, -4.00, 6.99], [1.41, -2.73, 6.93], [1.44, -1.96, 8.03], [0.87, -2.27, 5.75], [0.39, -1.02, 5.75], [0.83, -3.05, 4.60], [0.06, -2.48, 3.12], [1.38, -4.32, 4.68], [1.40, -5.13, 3.63], [1.93, -4.80, 5.86], [2.46, -6.03, 5.92], [2.44, 2.98, -2.75], [2.80, 2.17, -1.59], [3.05, 2.97, -0.41], [2.01, 1.02, -1.41], [1.28, 0.87, -0.37], [2.11, 0.10, -2.41], [1.25, -1.08, -2.44], [3.29, 0.03, -3.25], [1.59, 3.64, -2.53], [2.16, 2.34, -3.58], [3.29, 3.60, -3.05], [3.89, 3.64, -0.61], [3.32, 2.33, 0.43], [2.19, 3.59, -0.12], [1.25, 1.70, 0.21], [0.20, -0.79, -2.42], [1.44, -1.74, -1.59], [1.45, -1.60, -3.37], [4.04, 0.75, -2.92], [3.05, 0.21, -4.30], [3.72, -0.98, -3.17]]}

=====

No. 4
{"formula": "C61H119N5O13", "method": "ωB97M-V/def2-TZVPD", "fmax_ev_per_a": 2.02, "de_lowest_ev": 1.798, "smiles": "CC1(C)CCCC(C)(C)N1O.CC1(C)CCCC(C)(C)N1O.CC1(C)CCCC(C)(C)N1O.CC1(C)CCCC(C)(C)N1O.CC1(C)CCCC(C)(C)N1O.O=C1CCCO1.O=C1CCCO1.O=C1CCCO1.O=C1CCCO1", "homo_energy_ev": -8.23, "gap_ev": 8.514, "species": ["C", "C", "C", "C", "C", "C", "C", "C", "C", "N", "O", "H", "H", "H", "H", "H", "H", "H", "H", "H", "H", "H", "H", "H", "H", "H", "H", "H", "H", "H", "C", "C", "C", "C", "C", "C", "C", "C", "C", "N", "O", "H", "H", "H", "H", "H", "H", "H", "H", "H", "H", "H", "H", "H", "H", "H", "H", "H", "H", "H", "C", "C", "C", "C", "C", "C", "C", "C", "C", "N", "O", "H", "H", "H", "H", "H", "H", "H", "H", "H", "H", "H", "H", "H", "H", "H", "H", "H", "H", "H", "C", "C", "C", "C", "C", "C", "C", "C", "C", "N", "O", "H", "H", "H", "H", "H", "H", "H", "H", "H", "H", "H", "H", "H", "H", "H", "H", "H", "H", "H", "C", "C", "C", "C", "C", "C", "C", "C", "C", "N", "O", "H", "H", "H", "H", "H", "H", "H", "H", "H", "H", "H", "H", "H", "H", "H", "H", "H", "H", "H", "O", "C", "C", "C", "C", "O", "H", "H", "H", "H", "H", "H", "O", "C", "C", "C", "C", "O", "H", "H", "H", "H", "H", "H", "O", "C", "C", "C", "C", "O", "H", "H", "H", "H", "H", "H", "O", "C", "C", "C", "C", "O", "H", "H", "H", "H", "H", "H"], "coordinates": [[4.98, 1.04, -4.95], [3.85, 0.34, -5.69], [2.52, 1.11, -5.60], [4.22, 0.32, -7.20], [3.44, -0.68, -8.04], [3.39, -2.06, -7.39], [2.93, -2.03, -5.91], [1.40, -1.86, -5.79], [3.36, -3.41, -5.39], [3.77, -1.05, -5.19], [3.40, -0.99, -3.82], [4.77, 1.17, -3.89], [5.92, 0.49, -4.97], [5.22, 2.00, -5.43], [1.78, 0.59, -6.21], [2.15, 1.18, -4.57], [2.57, 2.15, -5.94], [4.29, 1.32, -7.62], [5.28, 0.00, -7.20], [2.46, -0.23, -8.24], [3.92, -0.74, -9.02], [4.29, -2.64, -7.58], [2.59, -2.52, -7.98], [0.98, -2.80, -5.43], [0.93, -1.56, -6.72], [1.19, -1.16, -4.98], [2.80, -4.28, -5.73], [3.35, -3.41, -4.30], [4.41, -3.55, -5.66], [4.07, -1.55, -3.41], [-1.66, -0.34, 1.81], [-0.74, -0.32, 0.60], [-1.33, 0.71, -0.36], [0.66, 0.12, 1.08], [1.81, -0.16, 0.10], [1.78, -1.60, -0.37], [0.39, -2.11, -0.87], [0.21, -1.56, -2.29], [0.49, -3.64, -0.93], [-0.62, -1.69, 0.11], [-1.87, -2.30, -0.14], [-1.29, -1.02, 2.58], [-1.81, 0.66, 2.22], [-2.65, -0.70, 1.54], [-0.89, 0.79, -1.36], [-2.35, 0.45, -0.68], [-1.38, 1.71, 0.06], [0.57, 1.20, 1.27], [0.88, -0.50, 1.95], [1.57, 0.37, -0.83], [2.75, 0.18, 0.52], [2.07, -2.34, 0.38], [2.58, -1.70, -1.11], [-0.82, -1.80, -2.59], [0.94, -1.91, -3.01], [0.35, -0.48, -2.35], [-0.25, -4.08, -1.60], [0.41, -4.12, 0.04], [1.47, -3.90, -1.34], [-1.81, -3.11, 0.38], [8.27, -0.36, 2.02], [7.64, 0.92, 2.60], [8.69, 2.02, 2.37], [6.36, 1.34, 1.88], [5.18, 0.51, 2.29], [4.95, 0.75, 3.79], [6.18, 0.27, 4.61], [6.04, 0.80, 6.02], [6.16, -1.28, 4.71], [7.38, 0.91, 4.05], [8.56, 0.43, 4.74], [8.42, -0.27, 0.95], [9.20, -0.62, 2.53], [7.58, -1.21, 2.09], [8.27, 2.89, 2.88], [9.66, 1.81, 2.81], [8.86, 2.27, 1.32], [6.09, 2.38, 2.13], [6.54, 1.41, 0.80], [4.30, 0.78, 1.70], [5.26, -0.58, 2.24], [4.06, 0.24, 4.16], [4.72, 1.81, 3.99], [6.83, 0.34, 6.62], [5.08, 0.53, 6.47], [6.05, 1.89, 6.16], [5.18, -1.62, 5.04], [6.87, -1.54, 5.50], [6.44, -1.76, 3.78], [8.57, 1.05, 5.48], [-5.35, 0.53, 1.24], [-6.21, -0.59, 1.83], [-5.66, -0.95, 3.21], [-7.65, 0.01, 1.91], [-8.76, -1.03, 1.91], [-8.60, -1.94, 0.71], [-7.26, -2.68, 0.69], [-7.19, -3.76, 1.78], [-7.16, -3.32, -0.71], [-6.20, -1.69, 0.85], [-4.94, -2.26, 0.53], [-4.32, 0.35, 0.96], [-5.82, 0.93, 0.34], [-5.34, 1.33, 1.99], [-6.02, -1.92, 3.59], [-4.59, -1.18, 3.21], [-5.89, -0.23, 3.99], [-7.66, 0.48, 2.90], [-7.79, 0.77, 1.15], [-8.79, -1.66, 2.80], [-9.74, -0.55, 1.96], [-8.87, -1.52, -0.26], [-9.42, -2.66, 0.82], [-6.22, -4.22, 1.95], [-7.93, -4.54, 1.58], [-7.57, -3.32, 2.71], [-8.07, -3.82, -1.03], [-6.31, -3.98, -0.82], [-7.05, -2.50, -1.43], [-4.68, -2.66, 1.37], [-0.74, 8.13, 4.00], [0.12, 7.67, 2.84], [0.79, 8.85, 2.17], [1.30, 6.83, 3.41], [0.94, 5.35, 3.61], [0.21, 4.72, 2.42], [-1.02, 5.49, 1.92], [-1.43, 5.01, 0.53], [-2.17, 5.33, 2.93], [-0.60, 6.90, 1.79], [-1.64, 7.74, 1.30], [-1.22, 7.37, 4.62], [-0.23, 8.86, 4.63], [-1.57, 8.70, 3.57], [0.07, 9.62, 1.91], [1.53, 9.31, 2.83], [1.33, 8.60, 1.25], [2.19, 6.87, 2.78], [1.56, 7.16, 4.42], [1.79, 4.69, 3.81], [0.31, 5.20, 4.49], [-0.11, 3.74, 2.75], [0.86, 4.60, 1.55], [-2.26, 5.65, 0.20], [-1.69, 3.96, 0.53], [-0.71, 5.27, -0.26], [-2.57, 4.31, 2.99], [-2.98, 6.02, 2.68], [-1.77, 5.56, 3.91], [-1.41, 7.84, 0.37], [-3.87, -8.25, -0.86], [-3.98, -7.09, -1.19], [-4.91, -6.41, -2.17], [-4.12, -5.18, -2.57], [-3.34, -4.90, -1.26], [-3.15, -6.19, -0.68], [-5.16, -7.14, -2.93], [-5.78, -6.10, -1.58], [-3.30, -5.37, -3.26], [-4.67, -4.29, -2.86], [-2.36, -4.47, -1.48], [-3.77, -4.23, -0.52], [-6.24, 0.89, -5.06], [-5.54, 0.45, -4.20], [-5.89, 0.21, -2.71], [-4.77, -0.69, -2.28], [-3.60, -0.36, -3.23], [-4.24, 0.14, -4.41], [-5.87, 1.20, -2.25], [-6.91, -0.17, -2.74], [-4.47, -0.64, -1.23], [-4.97, -1.75, -2.46], [-2.96, 0.42, -2.82], [-2.99, -1.22, -3.47], [-3.25, -4.24, 2.12], [-2.58, -5.11, 2.61], [-2.79, -6.62, 2.61], [-1.40, -7.17, 2.99], [-0.63, -5.95, 3.51], [-1.40, -4.81, 3.12], [-3.58, -6.71, 3.35], [-3.12, -6.96, 1.63], [-1.51, -8.00, 3.69], [-0.87, -7.55, 2.12], [-0.53, -6.03, 4.60], [0.35, -5.86, 3.05], [5.98, 2.63, -2.08], [4.95, 3.06, -1.68], [3.56, 2.48, -1.84], [2.64, 3.63, -1.36], [3.60, 4.44, -0.50], [4.89, 4.29, -1.05], [3.24, 2.16, -2.82], [3.40, 1.63, -1.17], [2.39, 4.17, -2.27], [1.74, 3.28, -0.87], [3.31, 5.49, -0.46], [3.60, 4.06, 0.53]]}

=====

No. 5
{"formula": "C17H23N3O2Zn", "method": "ωB97M-V/def2-TZVPD", "total_charge": 2, "fmax_ev_per_a": 2.66, "homo_energy_ev": -14.87, "gap_ev": 3.018, "species": ["N", "C", "C", "C", "C", "C", "C", "C", "C", "C", "C", "C", "O", "C", "O", "C", "C", "N", "C", "C", "N", "C", "H", "H", "H", "H", "H", "H", "H", "H", "H", "H", "H", "H", "H", "H", "H", "H", "H", "H", "H", "H", "H", "H", "H", "Zn"], "coordinates": [[4.29, -1.69, 2.29], [4.44, -1.64, 0.85], [3.12, -1.81, 0.05], [1.93, -1.00, 0.58], [1.80, 0.36, -0.05], [0.51, 1.06, 0.18], [-0.54, 0.50, 0.84], [-1.73, 1.19, 0.98], [-2.90, 0.58, 1.69], [-3.34, -0.80, 1.16], [-3.40, -0.92, -0.37], [-2.58, -2.12, -0.79], [-2.76, -2.42, -2.18], [-1.62, -2.23, -2.88], [-1.35, -1.25, -3.53], [-1.83, 2.44, 0.45], [-0.79, 3.06, -0.22], [-0.98, 4.32, -0.70], [0.06, 4.80, -1.33], [1.26, 4.09, -1.50], [1.45, 2.89, -1.01], [0.39, 2.37, -0.35], [3.55, -2.31, 2.59], [4.04, -0.76, 2.64], [5.07, -2.47, 0.57], [4.97, -0.75, 0.54], [3.29, -1.64, -1.02], [2.86, -2.87, 0.16], [1.00, -1.58, 0.34], [1.94, -0.92, 1.66], [1.92, 0.26, -1.12], [2.62, 0.99, 0.30], [-0.50, -0.48, 1.28], [-2.60, 0.43, 2.72], [-3.72, 1.28, 1.68], [-4.33, -0.98, 1.57], [-2.66, -1.55, 1.57], [-3.04, -0.04, -0.89], [-4.40, -1.14, -0.72], [-1.49, -1.92, -0.63], [-2.87, -3.01, -0.23], [-0.86, -3.06, -2.80], [-2.75, 2.99, 0.58], [-0.02, 5.79, -1.74], [2.06, 4.55, -2.05], [0.53, -2.57, -1.19]]}